No. 1
Molecular formula: C3H4ClFO
Method: DFT, the ωB97M-V functional and the def2-TZVPD basis

Relative energy (zero: lowest compared OMol25 entry of this formula, charge and spin) in kcal per mole: 37.9
Frontier orbital gap in eV: 10.3
HOMO in eV: -10.481

Last column: Mulliken charge in e.
Cartesian coordinates (Å):
C: -0.027859 -0.867336 0.934998  -1.064
C: 0.493486 -0.444165 -0.393867  0.694
O: 1.183849 -0.962726 -1.322857  -0.501
C: -0.030819 1.029708 -0.711861  0.091
F: 0.586120 1.404222 -1.930619  -0.228
Cl: -1.812559 1.620998 -0.686011  -0.154
H: -1.244271 -0.863010 0.976292  0.296
H: 0.163007 -0.353393 1.892456  0.340
H: 0.123976 -2.114665 1.116143  0.276
H: 0.565070 1.550368 0.125326  0.249

Cartesian forces (eV/Å) of the 6 atoms listed first:
C -2.76 -5.29 1.48
C 0.11 0.11 -4.50
O -2.62 1.26 4.88
C 2.34 1.03 -0.23
F -1.53 -0.17 1.73
Cl 2.24 -1.17 0.01



No. 2
Molecular formula: C3H4ClFO
Method: DFT, the ωB97M-V functional and the def2-TZVPD basis

Relative energy (zero: lowest compared OMol25 entry of this formula, charge and spin) in kcal per mole: 49.7
Frontier orbital gap in eV: 11.3
HOMO in eV: -10.450

Last column: Mulliken charge in e.
Cartesian coordinates (Å):
F: -0.994050 1.477990 -0.300532  -0.283
C: -0.599531 0.194452 -0.041193  0.684
Cl: -2.217730 -0.603251 0.239175  -0.205
C: 0.278375 -0.560816 -0.898319  -0.489
O: 1.118909 -0.856488 0.110029  -0.394
C: 0.555603 0.212206 1.025693  -0.386
H: -0.272317 -1.247030 -1.639386  0.327
H: 0.533795 0.217508 -1.555603  0.264
H: 0.437644 -0.128594 2.078857  0.267
H: 1.159306 1.294027 0.981283  0.216

Cartesian forces (eV/Å) of the 6 atoms listed first:
F 0.47 0.15 -0.93
C -3.10 1.81 3.43
Cl 0.80 -0.16 0.52
C -3.03 0.20 -3.76
O 2.52 -0.50 2.72
C 0.65 0.44 -1.30